38
Properties=species:S:1:pos:R:3:forces:R:3 method="wB97M-V/def2-TZVPD" homo_lumo_gap_ev=8.51 spin_multiplicity=1 energy_ha=-897.11480 de_lowest_kj_mol=1786.4 charge=+1 e_lumo_ev=-3.35
H 2.84860 -1.39704 1.12732 0.828 -0.087 -0.009
H 2.17608 2.28043 -2.07730 0.110 0.135 -0.618
H 0.63527 -2.25298 -1.93946 0.171 -0.264 -0.402
H -3.18941 1.45302 1.05532 -0.285 0.276 -0.042
O 2.18322 -0.71172 1.06533 3.308 -5.384 1.519
H -1.28274 -2.06177 -1.04734 -0.097 0.034 -0.310
H 0.52603 -0.74966 -2.08078 -0.294 0.395 -0.305
O -0.27486 0.52865 -2.01721 -4.893 0.964 -10.569
H 1.53237 -0.94869 1.72598 -0.472 0.680 1.193
H 0.07643 -0.98456 0.14115 -2.007 8.332 -3.254
O 1.16380 -1.45579 -1.97649 1.448 -1.682 -0.302
H -1.75666 -1.45862 -2.35253 -0.146 -0.145 -0.313
H -2.67130 -0.61963 0.83862 -0.705 0.031 -0.589
H -0.29805 -2.66036 0.40556 -0.612 -1.045 0.116
H 2.30706 0.43101 0.66252 1.627 -0.786 0.168
O 0.14728 -0.66265 2.35859 0.079 0.051 2.832
O 1.52087 1.67105 -1.73729 2.068 3.373 -5.182
H 0.74395 0.49856 0.39151 -2.950 -2.011 -0.370
H 0.36713 2.11061 1.24691 -0.622 0.192 0.495
H -0.22244 -1.42743 1.91739 -0.227 0.101 0.131
O 1.75570 1.10891 0.27179 6.086 7.766 4.059
H -0.86376 0.28690 0.48654 2.340 -0.441 -2.107
H 1.87004 1.86932 0.84183 0.856 0.586 0.147
O 0.27211 -1.89244 0.36736 2.269 -18.295 3.658
H 1.15631 -2.25308 0.30141 0.675 -0.049 -0.562
O -1.80202 -0.33054 1.11609 -5.324 -3.219 3.754
H -0.99146 0.65348 -2.63941 -0.810 -0.077 -0.090
H 0.41101 1.12456 -2.31839 1.499 1.228 -0.233
O -0.36571 1.89952 0.66845 0.139 5.661 1.605
H 1.72156 1.59898 -0.80415 0.087 -0.154 -0.136
H -0.13054 0.35769 -0.96186 -0.163 -0.486 3.646
N -0.03612 0.00617 -0.01973 -0.753 2.586 1.374
H -0.76621 2.74593 0.46985 -0.046 1.207 0.050
H -0.46511 -0.47688 3.07043 0.548 0.074 0.796
O -1.91984 -1.44595 -1.40942 -0.635 -0.346 0.166
O -2.70782 1.77003 0.29124 -1.716 0.938 -0.740
H -1.78916 1.59899 0.49866 -0.850 -0.283 0.138
H -1.88162 -0.20400 2.06154 -0.536 0.144 0.286